(1)
104
Properties=species:S:1:pos:R:3:lowdin_charge:R:1 method="wB97M-V/def2-TZVPD" e_homo_ev=-10.312 total_charge=+1
Hg 0.3721 1.2200 1.4691 1.255
Hg -2.7838 -0.7627 0.3837 1.194
C -0.2041 4.1566 2.7270 -0.039
C 0.7629 3.6375 3.8201 -0.480
C -0.2154 3.4112 5.0107 -0.135
C 0.3391 2.4445 6.0474 -0.177
C 0.9589 1.1946 5.4131 -0.150
C 2.0023 1.4815 4.2839 -0.497
N 1.3245 2.3611 3.2966 -0.209
O 2.2119 2.5969 2.1877 -0.323
C 2.2396 0.0682 3.6882 -0.068
C 3.3293 1.9579 4.8713 -0.019
C 1.7658 4.7117 4.2254 -0.010
H -1.0556 4.6541 3.1789 0.089
H -0.4706 3.4260 1.9606 0.016
H 0.3923 4.8659 2.1436 0.090
H -1.2489 3.2249 4.7235 0.114
H -0.2610 4.3185 5.6190 0.119
H -0.3478 2.0570 6.8008 0.119
H 1.1969 2.8398 6.5993 0.107
H 0.1465 0.5260 5.1158 0.115
H 1.4557 0.7194 6.2630 0.124
H 1.3269 -0.4170 3.3214 0.043
H 2.5355 -0.5016 4.5703 0.092
H 3.0187 -0.0212 2.9323 0.083
H 4.0336 2.4661 4.2180 0.075
H 3.8763 1.2473 5.4935 0.099
H 3.0293 2.6324 5.6788 0.063
H 2.4756 4.3454 4.9610 0.068
H 1.2274 5.5588 4.6442 0.098
H 2.3957 5.0471 3.4005 0.081
C 1.3032 -1.4511 -2.0738 -0.069
C 1.5926 -0.5536 -0.8490 -0.464
C 3.0146 0.0567 -1.0198 -0.113
C 3.0793 1.2572 -1.9905 -0.153
C 2.0675 2.3449 -1.6344 -0.147
C 0.6541 1.7798 -1.6438 -0.514
N 0.6185 0.5921 -0.7644 -0.195
O -0.7336 0.2006 -0.4286 -0.465
C 0.1016 1.5087 -3.0229 -0.021
C -0.1383 2.9806 -1.0870 -0.053
C 1.6162 -1.4699 0.3997 -0.041
H 1.3673 -0.9730 -3.0521 0.046
H 0.2219 -1.6220 -2.0230 0.055
H 1.8361 -2.3915 -2.1836 0.038
H 3.5974 -0.7215 -1.5220 0.121
H 3.5916 0.2383 -0.1114 0.115
H 2.8278 0.9655 -3.0124 0.109
H 4.0852 1.6752 -2.0515 0.109
H 2.1857 3.0237 -2.4844 0.131
H 2.3495 2.9587 -0.7784 0.108
H -0.9365 1.1738 -3.0033 0.074
H 0.6129 0.7697 -3.6440 0.072
H 0.1871 2.3763 -3.6808 0.102
H -1.1955 2.7158 -0.9541 0.078
H -0.2228 3.8608 -1.7222 0.106
H 0.1659 3.3267 -0.0937 0.045
H 1.1367 -1.0177 1.2714 0.018
H 2.5561 -2.0051 0.4769 0.108
H 0.8387 -2.2086 0.1782 0.007
C -4.1469 -4.2214 -2.2678 -0.008
C -3.2658 -3.0019 -2.0095 -0.498
C -2.4761 -2.6710 -3.3072 -0.129
C -3.1170 -1.7660 -4.3414 -0.167
C -3.8503 -0.5620 -3.7020 -0.131
C -4.6913 -0.9101 -2.4795 -0.501
N -3.9505 -1.7974 -1.5405 -0.205
O -4.5980 -1.8822 -0.2745 -0.196
C -6.0260 -1.4383 -2.9616 -0.035
C -5.0343 0.4654 -1.8116 -0.048
C -2.1644 -3.4378 -0.9984 -0.111
H -4.8106 -4.4934 -1.4468 0.097
H -3.5100 -5.0381 -2.5986 0.094
H -4.8328 -3.9359 -3.0675 0.071
H -2.2569 -3.5400 -3.9377 0.113
H -1.4416 -2.3655 -3.1289 0.095
H -3.7564 -2.3022 -5.0503 0.113
H -2.4282 -1.3169 -5.0614 0.116
H -4.4582 -0.0186 -4.4243 0.129
H -2.9915 0.0847 -3.4949 0.102
H -6.6960 -1.8355 -2.1967 0.101
H -5.8643 -2.3552 -3.5422 0.070
H -6.5568 -0.8205 -3.6831 0.097
H -4.1879 1.1165 -1.5801 0.068
H -5.5239 0.3491 -0.8400 0.071
H -5.8078 0.9048 -2.4363 0.090
H -1.7206 -4.3529 -1.3817 0.035
H -2.7034 -3.6609 -0.0742 0.075
H -1.3909 -2.6732 -0.8761 0.032
C 1.1551 -6.4858 1.7442 -1.489
Br -0.3384 -7.5755 2.5047 0.530
Br 2.3451 -5.9139 3.1925 0.543
Br 0.4029 -4.8603 0.9275 0.566
H 1.7600 -7.0745 1.0671 -0.017
C 5.4560 3.6808 0.5071 -1.501
Br 6.9451 2.4835 0.1056 0.540
Br 5.3431 5.0856 -0.9372 0.492
Br 5.8289 4.5874 2.2229 0.534
H 4.5218 3.1349 0.5679 -0.053
C 1.3582 -4.9901 -4.7815 -1.485
Br 2.3890 -3.2914 -4.8655 0.575
Br 0.1429 -5.1364 -6.3778 0.535
Br 0.6067 -5.2897 -3.0091 0.587
H 2.1317 -5.7375 -4.8974 -0.040

***

(2)
108
Properties=species:S:1:pos:R:3:lowdin_charge:R:1 method="wB97M-V/def2-TZVPD" e_homo_ev=-10.275 smiles=CCCC#N.CCCC#N.CCCC#N.ClCCCl.ClCCCl.ClCCCl.ClCCCl.ClCCCl.ClCCCl.ClCCCl.ClCCCl.ClCCCl
C -2.4694 -2.5737 4.6401 -0.144
C -2.7907 -3.3217 5.9137 -0.263
C -4.2711 -3.5885 6.1252 -0.190
C -4.9138 -4.3703 5.0663 -0.250
N -5.4642 -5.0114 4.2793 0.140
H -2.7598 -3.1765 3.7704 0.044
H -1.4072 -2.3493 4.5917 0.052
H -3.0966 -1.6903 4.4842 0.040
H -2.4291 -2.7979 6.8066 0.110
H -2.2000 -4.2400 5.9889 0.113
H -4.8230 -2.6726 6.3210 0.120
H -4.3925 -4.2324 7.0052 0.121
C 5.4921 -4.8086 0.6303 -0.096
C 4.2149 -4.0573 0.9695 -0.294
C 4.1609 -3.6396 2.4345 -0.203
C 5.2371 -2.7200 2.8145 -0.233
N 6.0579 -1.9601 3.1025 0.140
H 6.3605 -4.1626 0.7443 0.074
H 5.4693 -5.1703 -0.4032 0.074
H 5.5457 -5.7434 1.1921 0.080
H 3.3623 -4.7248 0.7902 0.076
H 3.9943 -3.2175 0.3121 0.056
H 4.1567 -4.5325 3.0573 0.123
H 3.2657 -3.0466 2.6614 0.088
C -0.3852 5.4398 -4.5318 -0.108
C -0.5940 6.0261 -3.1616 -0.253
C 0.5749 5.7861 -2.2047 -0.170
C 0.7274 4.3568 -1.8782 -0.244
N 0.9045 3.2475 -1.6909 0.182
H 0.5910 5.7223 -4.9545 0.076
H -1.1320 5.7770 -5.2494 0.079
H -0.3431 4.3457 -4.6143 0.069
H -1.5540 5.7300 -2.7221 0.061
H -0.6612 7.1154 -3.2512 0.116
H 0.5306 6.3756 -1.2897 0.119
H 1.5462 6.0112 -2.6626 0.088
Cl 4.6117 -3.1305 -4.2422 0.544
C 3.3035 -1.9495 -3.9847 -0.666
C 2.3100 -2.4313 -2.9485 -0.694
Cl 1.4759 -3.9113 -3.4579 0.566
H 2.7892 -1.7978 -4.9303 0.065
H 3.7589 -1.0206 -3.6519 0.065
H 1.5251 -1.6791 -2.8455 0.064
H 2.7819 -2.5508 -1.9768 0.027
Cl -2.0758 2.7286 2.3392 0.649
C -1.4176 4.1824 3.1125 -0.638
C -1.3595 5.3123 2.1243 -0.675
Cl -0.7722 6.7801 2.9649 0.561
H -0.4100 3.9493 3.4363 0.074
H -2.0270 4.4930 3.9537 0.075
H -2.3343 5.5963 1.7210 0.069
H -0.7702 5.1139 1.2299 0.057
Cl 3.8138 4.4972 -3.3938 0.605
C 2.9312 3.2338 -4.3154 -0.622
C 3.6454 2.9594 -5.6235 -0.671
Cl 3.3454 4.2267 -6.8236 0.564
H 1.9373 3.6168 -4.5269 0.033
H 2.8791 2.3496 -3.6893 0.065
H 3.2955 2.0242 -6.0565 0.072
H 4.7150 2.8790 -5.4404 0.067
Cl -4.9244 0.5417 3.7562 0.552
C -4.4256 0.1707 2.0853 -0.689
C -5.3350 -0.8139 1.4068 -0.628
Cl -5.2810 -2.4271 2.1982 0.581
H -3.4310 -0.2612 2.1540 0.006
H -4.4337 1.1090 1.5365 0.042
H -5.0276 -0.9520 0.3733 0.025
H -6.3862 -0.5421 1.4351 0.069
Cl -4.0026 -5.5640 -1.2735 0.574
C -4.8740 -4.0142 -1.2763 -0.661
C -3.9961 -2.8746 -1.7432 -0.632
Cl -2.7726 -2.4596 -0.5123 0.603
H -5.1815 -3.8169 -0.2461 0.022
H -5.7929 -4.0805 -1.8523 0.079
H -4.5962 -1.9851 -1.9129 0.034
H -3.4735 -3.1735 -2.6495 0.070
Cl -3.8784 0.8380 -2.2215 0.579
C -2.4837 1.9293 -1.9445 -0.628
C -2.8799 3.0868 -1.0769 -0.693
Cl -3.7930 4.3612 -1.9256 0.581
H -2.1143 2.2260 -2.9188 0.064
H -1.7265 1.3654 -1.4066 0.048
H -2.0201 3.5318 -0.5864 0.033
H -3.5065 2.7545 -0.2519 0.028
Cl -1.0715 -5.6320 2.4592 0.553
C -0.2968 -4.3432 1.4998 -0.698
C -0.1121 -4.7503 0.0636 -0.680
Cl 0.9262 -6.2068 -0.0911 0.534
H 0.6386 -4.1442 2.0096 0.044
H -0.9394 -3.4682 1.4842 -0.004
H 0.3940 -3.9826 -0.5163 0.014
H -1.0528 -4.9795 -0.4273 0.028
Cl -0.7495 -0.8178 2.2336 0.616
C -0.2374 0.0473 0.7611 -0.656
C 1.2512 -0.0255 0.5201 -0.616
Cl 1.7907 -1.7083 0.5238 0.679
H -0.5777 1.0753 0.8597 0.013
H -0.7775 -0.3845 -0.0833 0.031
H 1.8095 0.5430 1.2615 0.056
H 1.5121 0.4155 -0.4419 0.066
Cl 5.8032 1.3187 -0.2572 0.540
C 5.6276 3.0849 -0.3909 -0.677
C 4.2323 3.5703 -0.1260 -0.685
Cl 3.6354 3.0776 1.4928 0.530
H 5.9606 3.3940 -1.3830 0.056
H 6.3702 3.5226 0.2761 0.071
H 3.5419 3.1923 -0.8710 0.010
H 4.2004 4.6544 -0.0661 0.065